No. 1
The following is a DFT calculation (the ωB97M-V functional and the def2-TZVPD basis) of C4H5NO in the gas phase.

Computed properties:
- LUMO energy: 0.03871 Ha
- SMILES: Cc1ncco1
- Orbital gap: 10.3 eV

Each line ends with the Löwdin charge.
Geometry (Å):
C (1.85, 0.00, 0.17)  0.0018
C (0.37, 0.09, 0.05)  -0.4183
N (-0.39, 1.13, 0.21)  0.1202
C (-1.68, 0.66, -0.01)  -0.1250
C (-1.62, -0.66, -0.29)  -0.1029
O (-0.31, -1.04, -0.26)  0.0489
H (2.13, -0.76, 0.90)  0.0856
H (2.24, 0.97, 0.48)  0.0850
H (2.31, -0.28, -0.79)  0.0856
H (-2.54, 1.30, 0.06)  0.1030
H (-2.35, -1.43, -0.52)  0.1161

No. 2
The following is a DFT calculation (the ωB97M-V functional and the def2-TZVPD basis) of a molecular structure, C2H6N3O.

Computed properties:
- LUMO energy (spin up / spin down): -0.21964 / -0.21963 Ha
- Total charge: +1
- Orbital gap (spin up / spin down): 8.8 / 8.8 eV

Each line ends with the Löwdin charge.
Geometry (Å):
C (-0.91, -0.07, 0.01)  -0.2262
C (0.34, 1.44, 0.07)  -0.1812
N (-2.05, 0.27, -0.14)  0.2953
N (-0.08, -1.10, 0.21)  0.0652
N (1.19, -1.08, -0.23)  0.1329
O (1.46, 0.91, -0.01)  -0.0179
H (-0.09, 1.94, -0.81)  0.1216
H (-0.03, 1.79, 1.05)  0.1254
H (-2.93, -0.12, -0.43)  0.1354
H (-0.19, -1.49, 1.15)  0.2081
H (1.94, -1.41, 0.36)  0.1722
H (1.35, -1.07, -1.23)  0.1689

No. 3
The following is a DFT calculation (the ωB97M-V functional and the def2-TZVPD basis) of C4H6N2O in the gas phase.

Computed properties:
- LUMO energy: 0.03056 Ha
- SMILES: Nc1c[nH]c(O)c1
- Orbital gap: 8.3 eV

Each line ends with the Löwdin charge.
Geometry (Å):
N (-2.17, 0.67, -0.32)  0.0681
C (-0.88, 0.11, -0.20)  -0.3854
C (-0.49, -1.18, -0.30)  -0.0738
N (0.88, -1.20, -0.02)  0.0826
C (1.32, 0.05, 0.21)  -0.3872
O (2.60, 0.19, 0.61)  0.0783
C (0.26, 0.94, 0.05)  -0.0298
H (-2.81, 0.12, 0.23)  0.0812
H (-2.15, 1.61, 0.08)  0.0784
H (-1.01, -2.07, -0.63)  0.1041
H (1.45, -2.02, 0.06)  0.1536
H (2.73, 1.09, 0.95)  0.1171
H (0.26, 1.69, -0.73)  0.1127

Asked for ΔE to the lowest compared entry with this formula, charge and spin across the records above, the calculation gives 0.228, 5.986, 1.861 eV in order.
Asked for F_max across the records above, the calculation gives 0.32, 2.03, 1.66 eV/Å in order.
Asked for molar mass across the records above, the calculation gives 83.09, 88.09, 98.10 g mol⁻¹ in order.